40
Properties=species:S:1:pos:R:3:forces:R:3:lowdin_spin:R:1 method="wB97M-V/def2-TZVPD" multiplicity=2 homo_ev="-18.64 / -18.63" charge=+3 total_energy_ha=-2621.32884
N -1.72012 -2.60771 -1.54158 -0.042 -0.144 0.007 0.002
Mo 0.77850 1.09999 -0.49920 -0.182 -0.313 -0.045 0.918
C 0.93897 4.99268 1.67903 -0.014 -0.063 -0.044 -0.003
H 1.91235 -3.18974 3.45040 -0.004 0.003 0.005 0.001
C -0.92126 5.93991 0.46118 -0.085 -0.026 -0.091 -0.003
C 0.72911 3.79803 1.01036 0.052 0.206 0.052 0.007
Cl 3.92889 -3.14623 1.40596 -0.044 0.022 0.014 -0.003
H 0.25955 7.00933 1.90182 0.003 -0.005 0.004 0.000
H -3.78155 -2.78931 -1.77955 -0.047 -0.024 0.039 0.000
C -3.07708 -2.53938 -0.98844 0.235 0.056 -0.071 0.000
C -1.11513 4.73950 -0.18069 0.156 0.018 0.155 0.000
N -0.27861 3.72922 0.12513 -0.221 -0.256 -0.185 0.013
H 0.98345 -4.13761 -2.15971 0.009 -0.008 -0.014 0.000
H -1.57978 6.76544 0.22901 0.017 0.016 0.016 0.000
H 2.87114 -1.01615 -0.11184 0.026 -0.010 0.006 0.000
H -0.13253 -1.76415 3.68962 0.009 -0.005 0.005 0.000
C 0.10699 6.06557 1.39386 0.009 0.049 0.025 0.000
N 1.11332 -0.45177 0.87786 0.095 -0.114 0.000 0.003
H 0.93233 -1.48048 -2.67151 0.024 -0.027 -0.016 0.001
H -1.87670 -4.26143 -2.83742 0.016 -0.042 0.001 0.000
H -0.58786 -0.01355 1.99551 -0.002 0.011 0.010 0.000
C -0.81927 -1.67455 -1.65509 -0.134 0.147 0.157 0.012
O -0.49849 2.52300 -0.49325 0.290 0.350 -0.064 0.014
H 1.74240 5.07193 2.39865 0.001 -0.001 -0.001 0.000
C 0.54518 -1.62925 2.85770 -0.029 0.012 0.009 0.002
H -3.28170 -1.53948 -0.61861 -0.016 0.001 0.001 0.000
S -1.17211 0.01284 -1.25515 -0.064 -0.147 -0.076 0.012
C 2.22069 -1.21285 0.72972 -0.113 0.018 0.138 0.017
H 0.25730 -3.57928 -3.67890 0.005 -0.029 0.000 0.000
C 0.19659 -3.52793 -2.59388 -0.012 0.060 -0.020 0.000
N 0.33893 -2.11423 -2.15724 -0.006 0.034 -0.007 0.001
S 1.66139 2.33843 1.21062 -0.070 0.141 0.291 -0.014
C 0.28236 -0.65161 1.92379 0.075 -0.107 -0.036 0.006
C 1.67853 -2.42063 2.72469 -0.038 0.007 0.026 0.021
H -1.17291 -4.61729 -1.24876 0.003 -0.021 -0.012 0.000
Cl 2.25169 1.12671 -2.08080 0.063 0.079 -0.196 -0.007
C 2.52304 -2.21165 1.64046 0.154 -0.033 -0.115 -0.001
H -1.87970 4.52033 -0.91220 -0.020 0.029 0.000 0.000
C -1.20151 -3.89726 -2.06536 -0.039 0.131 0.045 0.001
H -3.15639 -3.25940 -0.17618 -0.061 -0.017 -0.010 0.000

=====

36
Properties=species:S:1:pos:R:3:forces:R:3:lowdin_spin:R:1 method="wB97M-V/def2-TZVPD" multiplicity=4 homo_ev="-7.37 / -8.63" total_energy_ha=-2260.93601
H 0.58249 -1.27568 -2.29470 1.325 -0.473 -0.360 0.003
Co 2.55831 -1.10495 -0.82588 5.272 -0.216 0.713 2.624
C 1.06642 0.17334 2.72894 -0.120 -0.090 -0.132 0.002
O 1.37029 0.16877 -0.41009 -1.461 5.866 -1.241 0.085
H -4.40433 -0.58905 -0.16848 0.131 0.050 -0.059 0.000
C -0.98518 0.03736 -1.87213 -0.200 -0.011 0.401 0.001
N 2.19769 -0.53703 -3.33967 -0.306 0.241 -1.001 0.029
H 0.47320 2.78626 4.82198 -0.031 -0.048 -0.089 0.000
O 1.61393 -2.33744 0.02114 -2.905 -2.415 1.839 0.125
C 0.42637 2.17019 3.92979 -0.046 -0.068 -0.127 0.001
H -4.30893 -0.05057 -2.59363 0.104 0.033 0.052 0.000
H -2.32609 -0.73742 1.15335 0.106 0.124 -0.249 0.000
H -2.10875 0.31497 -3.68706 -0.003 0.010 0.120 0.000
C -0.33247 2.57580 2.83542 0.207 -0.288 -0.172 0.000
H 1.43840 1.18480 -0.70597 -0.852 -3.205 1.437 0.008
N 1.59943 -1.47469 -2.43298 0.071 -1.746 -2.779 0.039
C -0.39215 1.77796 1.68849 0.113 -0.353 0.014 0.002
C -3.39544 -0.09560 -2.00921 0.164 -0.004 -0.072 0.000
C 0.57654 -1.87492 0.61096 -2.148 -1.241 2.856 0.013
H -0.98117 2.12358 0.84228 -0.017 -0.122 0.084 0.000
H 3.21960 -0.53778 -3.26397 -0.556 -0.211 0.248 0.015
H 3.35970 -0.79593 0.51728 1.149 0.171 -0.482 0.016
H -0.87971 3.51279 2.86897 0.066 -0.107 -0.037 0.000
C 1.13060 0.97146 3.87430 -0.106 -0.088 -0.494 0.000
H 1.63599 -0.75586 2.70556 -0.204 0.181 -0.042 0.001
O -0.20856 -2.48621 1.40447 2.263 2.006 -2.638 0.012
C -1.01813 -0.23461 -0.49265 -0.504 0.111 -0.032 0.002
C 0.28463 0.54462 1.62019 -0.362 0.185 0.871 0.001
H 1.98114 -0.73295 -4.32103 -0.081 -0.013 0.375 0.005
H 1.73357 0.64630 4.71686 -0.078 0.050 -0.122 0.000
C 0.26730 -0.31025 0.34812 -0.765 0.123 0.524 0.009
H -0.03031 0.16375 -2.37715 -0.388 0.673 0.079 0.000
C -2.16240 0.11282 -2.62181 -0.035 -0.165 0.292 0.000
C -3.45095 -0.39377 -0.65013 0.564 -0.039 0.056 0.000
H 1.74279 -2.47153 -2.71969 -0.471 1.080 0.155 0.007
C -2.27381 -0.46854 0.09814 0.108 -0.002 0.013 0.001

=====

41
Properties=species:S:1:pos:R:3:forces:R:3:lowdin_spin:R:1 method="wB97M-V/def2-TZVPD" multiplicity=2 homo_ev="-15.28 / -15.25" charge=+2 total_energy_ha=-2804.62478
S -0.16038 2.31170 -2.21646 0.026 -0.079 0.043 -0.010
F -2.34446 -0.00550 1.27458 0.044 -0.024 -0.016 0.000
S 0.12687 -2.29553 -1.60078 0.024 0.033 0.082 -0.011
F 0.02018 -0.88862 5.23286 0.000 0.011 -0.015 -0.001
H -3.32798 -1.54999 -0.34753 -0.002 0.016 -0.002 0.001
C 2.75738 -1.34728 -1.07633 0.009 0.016 -0.020 0.007
F -2.33044 -0.68478 3.87409 0.027 -0.001 0.015 0.001
C -2.58443 -1.73656 -1.11976 -0.045 0.045 0.003 0.008
C 0.01751 -0.57151 3.95828 -0.010 -0.005 -0.045 -0.004
O 0.02816 0.56355 -0.03543 -0.085 -0.150 -0.170 0.125
Ru -0.02306 -0.00729 -1.86791 0.465 0.061 -0.570 0.806
C 1.19640 0.00172 1.95017 -0.065 -0.027 0.049 0.001
H -3.04018 -2.36846 -1.88134 -0.011 -0.012 0.015 0.000
C -1.35078 -2.42874 -0.51007 0.033 0.040 0.045 -0.001
H 1.99438 -3.23820 -0.39175 -0.002 -0.002 0.003 0.000
H -3.44454 1.86719 -2.13803 -0.009 0.012 0.006 0.000
H -3.32978 1.31924 -0.46226 0.010 0.010 -0.043 0.001
S -2.29728 -0.17462 -2.10581 0.394 0.096 0.188 0.022
F 2.34976 0.29488 1.33059 -0.022 0.022 0.024 0.000
S 2.32320 0.05987 -2.22229 -0.908 0.068 0.312 0.023
F 2.36141 -0.38044 3.94097 -0.029 -0.002 0.003 0.001
C -2.76481 1.48854 -1.37776 -0.047 -0.065 0.050 0.013
H 3.28585 1.80471 -0.79005 -0.010 -0.032 -0.004 0.001
C 1.21292 -0.32048 3.29501 0.054 -0.007 0.001 0.001
H 3.34416 -0.95261 -0.25107 0.039 -0.030 -0.026 0.001
H 1.27187 -1.87070 0.45629 0.013 0.000 -0.016 0.000
H 1.60923 3.70609 -1.30689 -0.027 -0.004 -0.041 0.000
H -1.59255 -3.48290 -0.37162 0.004 -0.005 -0.017 0.000
C 1.33830 2.65711 -1.18640 -0.078 -0.019 -0.051 -0.001
C 1.61109 -2.22533 -0.51259 0.009 0.017 0.018 -0.001
C -1.18028 -0.47443 3.26225 -0.055 0.000 0.004 0.001
H -2.03298 3.50308 -1.25900 -0.001 0.001 0.001 0.000
H -1.07164 -2.01206 0.45347 -0.038 0.005 -0.020 0.000
C -1.62622 2.50444 -1.10402 0.033 -0.039 -0.026 -0.001
C 2.55945 1.81381 -1.60250 0.143 -0.064 0.003 0.009
C -1.17264 -0.14452 1.91767 -0.021 -0.044 0.033 0.001
H -1.26060 2.42124 -0.08697 -0.016 -0.005 0.004 0.000
H 1.05660 2.47478 -0.15838 0.023 0.015 0.066 0.000
H 3.04486 2.24997 -2.47482 0.011 0.029 0.021 0.000
C 0.01092 0.06395 1.21629 0.124 0.114 0.117 0.011
H 3.41449 -1.94531 -1.70465 -0.004 0.006 -0.027 0.000

=====

36
Properties=species:S:1:pos:R:3:forces:R:3:lowdin_spin:R:1 method="wB97M-V/def2-TZVPD" multiplicity=5 homo_ev="-0.22 / -3.85" charge=-1 total_energy_ha=-2485.12156
C 0.62389 -1.93799 -2.61237 1.814 0.796 -2.000 0.455
C 2.76655 -2.85883 -7.09463 2.612 -0.070 -4.139 0.073
N 2.41945 0.90068 -0.95131 -1.540 -1.009 0.642 0.020
O 4.64551 -2.70815 -3.73444 -1.199 0.180 -1.245 0.070
H -1.19288 -2.41675 1.32946 -0.066 0.062 -0.184 0.004
H 0.35168 -1.38461 -6.63647 -0.274 -0.587 0.384 0.003
H 0.75432 -1.36814 2.13888 -0.128 0.230 -0.151 0.001
H 1.84565 -3.66315 -2.58053 -0.466 -0.013 -0.210 0.018
H -2.57746 -1.27399 1.50121 0.098 -0.200 -0.049 0.003
C 0.23931 -3.29556 -5.54491 -1.427 -0.344 -0.111 0.151
C 1.06040 -3.15843 -3.17854 0.158 -2.078 -0.236 0.206
H -0.31594 0.08856 -4.94021 0.166 -0.162 -0.052 0.001
C 1.52382 0.17117 -0.71708 1.194 0.926 -0.741 0.004
H 1.50505 -1.35715 -2.29510 -0.481 -0.305 -0.200 0.018
H -0.09998 -3.86592 -6.42484 0.255 0.040 0.585 0.018
H -2.14381 -1.89459 -0.12067 0.120 -0.010 0.057 0.005
H -0.17814 -0.07828 2.98095 0.215 -0.057 0.230 0.002
C -1.75851 -1.60962 0.85876 -0.006 0.410 0.097 0.018
H 1.23402 0.35373 1.96699 -0.298 -0.094 -0.212 0.001
C -0.50697 -0.97308 -4.72788 0.087 0.247 0.058 0.052
C 2.67646 -1.04608 -5.46834 1.062 4.071 0.368 0.001
H 0.79123 -1.80290 -0.27576 -0.213 0.798 -0.137 0.007
O 2.98265 0.07680 -5.34450 -0.754 -1.329 -0.333 -0.002
H 0.63383 -4.98769 -4.27316 0.377 0.121 -0.181 0.019
C 0.39299 -0.33572 2.08509 -1.046 0.221 0.876 0.015
H -1.54412 -1.14165 -5.05781 0.061 0.029 -0.016 0.013
C 0.37281 -1.84347 -5.62656 -1.494 1.141 -0.396 0.146
C 0.63257 -3.89503 -4.33145 -1.169 0.024 0.676 0.194
C 3.72397 -2.83779 -4.43553 2.057 -0.950 2.127 0.121
S -0.69166 -0.17034 0.60628 2.360 -0.763 -0.185 0.044
Fe 2.20734 -2.71795 -5.48675 0.423 -1.232 2.518 2.160
C 0.48726 -0.77634 -0.57002 -1.014 0.345 2.072 0.031
O 3.49144 -2.70442 -8.00765 -1.129 -0.311 0.753 0.042
H -0.45641 -0.14514 -2.70447 -0.164 -0.522 -0.322 0.001
C -0.48817 -1.14868 -3.17232 -0.482 0.327 -0.311 0.068
H -1.46306 -1.59636 -2.87501 0.291 0.067 -0.033 0.018

=====

31
Properties=species:S:1:pos:R:3:forces:R:3:mulliken_charge:R:1 method="wB97M-V/def2-TZVPD" homo_ev="-12.56 / -12.56" charge=+1 total_energy_ha=-597.36785
C -1.69989 1.60165 -2.26044 1.330 -3.153 2.602 -1.127
H -1.16496 -0.70483 0.74929 0.938 0.938 -0.242 0.351
H -1.21637 2.27507 0.25564 0.284 1.006 -0.237 0.514
N -2.55991 -0.39914 -1.05467 1.072 0.101 -0.822 -0.192
H 2.94257 0.40625 -1.05333 0.067 0.135 -1.123 0.425
H -3.38380 -2.02275 -0.91873 -1.395 -0.714 0.147 0.385
C -2.44264 0.97558 -0.94307 0.573 2.713 -1.359 -0.004
H 5.40943 -0.45713 -0.36780 -1.970 0.520 0.837 0.292
C 2.25200 -0.96477 1.95141 -2.169 -0.418 0.567 -0.204
C 4.43905 -0.51379 0.25089 0.594 -1.329 -0.368 -0.601
C 0.52855 0.76845 -1.11682 -0.629 0.500 -2.020 0.033
H -3.95697 -1.00672 0.29453 -0.316 0.303 1.484 0.365
H -2.24541 -0.77418 -1.90856 0.710 -0.208 -1.109 0.232
H -2.15255 1.12468 -3.10374 0.115 0.030 -0.875 0.421
H -4.74871 -0.89264 -1.23858 0.708 0.686 -0.483 0.318
H 1.39436 -1.07353 2.69266 1.113 0.116 -1.254 0.253
C 4.58441 -1.18750 1.49848 -1.506 1.813 -0.716 -0.474
H -0.38442 0.40511 1.83714 -0.163 0.085 0.260 0.456
C -1.74076 1.35269 0.36796 0.477 0.011 0.486 -1.229
C 2.05339 -0.43870 0.66907 -2.947 1.845 -1.547 0.609
H -1.60029 2.63290 -2.31462 -0.728 2.182 -0.112 0.425
C -0.61088 0.31213 0.77354 -2.294 -1.438 2.584 -0.302
C 3.49958 -1.39376 2.33515 -1.191 1.293 -2.886 -0.697
H -3.41653 1.39029 -1.08596 -0.900 0.824 0.734 0.422
H 5.47946 -1.25600 2.03101 1.925 -0.680 -0.189 0.419
H 3.53590 -1.87552 3.22107 0.735 -1.263 2.873 0.505
C -3.76754 -1.01414 -0.74133 -0.868 -3.058 0.213 -1.087
C -0.32654 1.18383 -1.90390 0.749 -0.863 0.172 -0.425
C 3.12539 -0.19462 -0.20413 1.799 -0.614 1.984 -0.538
H -2.48769 1.59125 1.18474 0.966 -1.000 -0.653 0.374
C 0.66177 0.14985 0.10309 2.919 -0.364 1.053 1.084

=====

36
Properties=species:S:1:pos:R:3:forces:R:3:mulliken_charge:R:1 method="wB97M-V/def2-TZVPD" homo_ev=-8.48 smiles="CC(C)OC(=O)CCC(=O)Nc1nc2ccccc2s1" total_energy_ha=-1276.57031
O -1.42160 0.14548 0.62486 0.025 -0.057 0.150 -0.608
H 6.90707 -1.60631 0.76266 0.079 -0.036 0.027 0.370
O -3.37933 -0.41253 -0.32242 -0.364 -0.127 -0.161 -0.370
H -2.43120 1.35637 -1.99586 -0.045 -0.102 -0.030 0.291
H 5.89229 0.26658 2.01639 0.098 0.005 0.086 0.378
N 2.35348 0.43812 -0.73399 -0.637 0.139 -0.484 -0.396
C -4.94833 -1.91634 0.65443 0.381 0.268 -0.099 -1.377
H 0.37184 0.21606 -1.46212 -0.141 0.141 -0.175 0.342
C 4.19198 0.35927 0.71498 -0.219 -0.067 -0.276 0.813
H 3.61512 -1.62493 -1.97957 -0.056 -0.053 -0.109 0.445
H -5.37282 -2.27882 1.58600 -0.059 -0.039 0.093 0.404
H -3.76041 1.12451 1.82135 0.024 0.074 0.060 0.352
H -0.03607 1.42107 -2.69341 0.084 -0.001 0.009 0.354
H -4.92155 0.05985 2.62459 -0.058 -0.019 0.112 0.396
C 4.11717 -1.22257 -1.11459 -0.065 0.092 0.048 -0.486
C 2.05864 1.37702 0.08219 0.963 -0.279 0.459 0.562
H -3.08962 -1.24044 1.54116 -0.180 0.071 -0.147 0.318
H 0.94827 2.91606 0.76210 -0.123 -0.097 -0.225 0.233
C -4.52274 0.36574 1.66165 0.313 -0.178 -0.255 -1.368
C -2.14453 0.07606 -0.33654 0.182 0.075 -0.378 0.675
H 5.78583 -2.54350 -1.21002 0.038 -0.068 -0.045 0.368
H -5.32346 0.79252 1.06212 -0.111 0.036 -0.039 0.314
O -1.02577 2.98649 -0.52798 -0.175 0.091 -0.030 -0.653
H -1.90508 -0.27501 -2.43476 -0.030 0.018 0.002 0.380
C -1.75796 0.54010 -1.72655 0.176 0.217 0.208 -0.686
C 3.53650 -0.16879 -0.41852 0.709 0.032 0.647 -0.401
C 5.32549 -1.72527 -0.67699 0.023 -0.054 -0.040 -0.569
H -4.48692 -2.74803 0.12848 0.006 -0.105 -0.032 0.347
C 5.40277 -0.14738 1.14881 0.023 0.032 0.049 -0.465
C 5.96238 -1.19506 0.44099 0.098 -0.008 0.078 -0.436
S 3.24647 1.65975 1.38440 -0.255 -0.194 -0.375 -0.304
C -0.31109 1.02468 -1.71434 -0.442 -0.245 0.123 -0.327
H -5.74321 -1.51047 0.03425 -0.136 0.015 -0.054 0.328
N 0.97067 2.18991 0.05382 -0.093 0.691 0.501 -0.071
C -3.91751 -0.83578 0.94463 -0.153 -0.152 0.578 0.583
C -0.18675 2.13559 -0.70226 0.121 -0.117 -0.278 0.263

=====

Calculated F_max in order - 0.0089; 0.1200; 0.0187; 0.0952; 0.0836; 0.0214 Eh/bohr